C8H16Br2O3 as an isolated structure in a non-equilibrium geometry. Source: the OMol25 dataset; level of theory: ωB97M-V/def2-TZVPD.

Calculated values
charge: 0
molecular weight: 320.0 g/mol
largest force on an atom: 0.107 hartree/bohr
highest occupied orbital energy: -7.830 eV
total energy: -154778.98065 eV

Structure (XYZ):
```
29
Properties=species:S:1:pos:R:3:forces:R:3:lowdin_charge:R:1
C 2.217949 -0.888880 -1.763607 2.81 1.50 2.41 -0.08
C -0.700859 3.219129 1.453897 0.30 -0.79 -3.79 -0.01
C 0.626877 -2.728656 1.801766 -0.47 2.92 -0.43 -0.02
C 0.847178 -0.500787 -2.153904 0.81 3.40 -4.24 -0.23
C -0.278168 2.327771 0.261667 1.13 -0.70 1.93 -0.17
C 0.109568 -1.283415 1.621413 0.84 -1.06 0.55 -0.18
C -2.535471 -0.108837 -0.806436 4.12 -0.41 -1.96 -1.00
C -0.435155 0.005741 -0.242134 -2.64 1.70 -1.36 -0.58
O 0.146089 0.445708 -1.374418 0.51 -0.22 0.45 -0.06
O -0.493259 0.959704 0.686226 -0.22 0.39 0.67 -0.05
O 0.004018 -1.134826 0.216667 -0.46 -1.20 -0.52 -0.02
Br -2.899430 -1.801982 -1.699954 -0.05 0.48 0.58 0.54
Br -2.869754 1.373486 -2.038683 -0.12 -0.51 0.67 0.58
H 2.959593 -0.105388 -1.331513 -1.56 -0.56 -1.04 0.12
H 2.154296 -1.545743 -0.924494 -0.16 -0.72 0.67 0.04
H 2.826316 -1.429084 -2.464750 -0.29 -0.14 -0.95 0.07
H -0.176873 4.091138 1.220521 0.58 1.92 0.23 0.06
H -1.733173 3.397513 1.516193 -1.40 0.13 0.01 0.07
H -0.335095 2.792249 2.300388 1.03 -1.10 2.57 0.05
H 1.483521 -2.681600 1.136302 0.24 -1.11 0.33 0.08
H 0.776794 -2.876223 2.827505 1.21 -0.11 1.52 0.06
H -0.123900 -3.413853 1.610930 -1.28 -1.54 -1.33 0.05
H 0.329524 -1.383988 -2.202017 -1.78 -1.98 -0.52 0.08
H 0.845111 0.072629 -3.247136 0.00 -1.80 2.64 0.19
H 0.809984 2.413148 0.061652 -0.49 0.19 0.28 0.14
H -0.748458 2.425994 -0.663911 -1.08 0.83 -1.18 0.04
H 0.947477 -0.670841 1.922970 -0.07 0.60 0.40 0.12
H -0.795748 -0.975751 2.146499 0.01 -0.28 -0.11 0.14
H -2.958949 0.005642 0.128362 -1.53 0.17 1.52 -0.04
```
Positions in Å, forces in eV/Å.